A structure of composition C25H51AsF3N5O4PS2Ti in a non-equilibrium geometry. Source: OMol25; level of theory: the ωB97M-V functional and the def2-TZVPD basis.

The geometry in XYZ format:
```
93
Properties=species:S:1:pos:R:3:forces:R:3:lowdin_charge:R:1
H 4.044 2.596 0.291 -0.0188 -0.0118 -0.0208 0.0726
S -3.294 0.040 1.050 0.4104 0.0633 -0.2459 0.6013
O -4.050 -1.152 1.124 0.0462 -0.0340 -0.0053 -0.1905
C -0.244 8.320 0.592 -0.0025 0.0150 -0.0117 -0.0639
H 0.078 9.334 0.786 0.0100 0.0010 0.0106 0.1132
N 2.506 2.002 -1.631 0.1976 0.1633 -0.3364 -0.2934
H 1.349 2.269 -3.385 -0.0300 -0.0081 0.0025 0.0995
F -5.636 1.107 1.036 -0.0122 0.0859 0.0351 0.2004
H -3.207 -3.197 -2.549 0.0273 0.0099 -0.0364 0.1352
C -0.027 6.265 -0.632 0.0377 -0.0091 -0.0175 -0.0658
H -1.959 -2.041 -2.116 0.0369 -0.0526 0.0004 0.0920
C -1.406 3.458 2.733 0.0110 0.0171 0.1018 -0.2467
H -0.401 -2.862 2.674 -0.0026 -0.0208 0.0202 0.0898
C 0.397 7.560 -0.376 -0.0072 -0.0110 0.0219 -0.0633
N 3.689 0.503 0.161 -0.0302 0.0257 0.5174 -0.2878
P 2.437 0.563 -0.864 -0.6533 -0.3980 0.4308 0.5987
C 3.800 -0.706 1.007 0.0517 -0.0006 -0.1666 -0.0603
Ti -0.770 0.406 0.343 0.0376 -0.5345 0.1841 0.7930
H 4.005 -0.979 -3.291 0.0500 -0.0090 -0.0054 0.0938
C 3.831 -1.300 -2.262 -0.0698 0.0213 0.0760 -0.0702
N 2.540 -0.779 -1.777 0.1105 -0.1457 -0.3360 -0.2806
H 3.656 -1.608 0.418 -0.0425 0.0023 0.0235 0.0801
H 1.556 3.128 2.050 0.0065 0.0119 -0.0107 0.0378
H 1.382 -2.154 -2.851 0.0236 -0.0002 -0.0072 0.0872
O 1.032 0.486 -0.164 0.6977 0.5344 -0.6590 -0.4936
H -1.826 8.377 2.038 -0.0124 0.0087 0.0075 0.1138
H -2.617 4.199 -0.023 0.0388 -0.0053 -0.0410 0.0704
H 1.669 -0.622 -3.701 -0.0347 -0.0126 -0.0152 0.0980
H 3.938 3.363 -2.351 -0.0073 0.0043 -0.0252 0.1020
N -2.475 -3.430 -0.649 -0.1168 0.0664 -0.0221 0.0431
H 1.704 3.464 0.310 -0.0205 -0.0024 -0.0094 0.0074
H 3.068 -0.681 1.818 0.0310 -0.0084 0.0051 0.0941
H -2.573 -5.545 -3.313 -0.0001 -0.0065 0.0063 0.1169
H 3.796 -2.389 -2.236 0.0177 -0.0102 -0.0252 0.0997
H 4.611 1.797 -1.896 -0.0106 -0.0271 0.0332 0.0826
O -2.714 0.411 -0.298 -0.3356 -0.1449 0.3790 -0.3930
C -1.546 4.308 -0.195 -0.1178 0.0602 -0.0777 -0.2902
H 0.108 -7.104 2.086 0.0140 0.0070 0.0186 0.0787
H -0.875 -7.382 -3.464 -0.0304 0.0009 0.0104 0.0783
C 4.151 1.697 0.890 0.0278 -0.0282 -0.0982 -0.0676
C -1.095 5.714 0.070 -0.0352 -0.0048 -0.0252 -0.3234
As -0.698 3.000 0.995 0.0046 0.2068 0.0381 1.1488
H 4.801 -0.724 1.434 0.0047 -0.0310 -0.0045 0.1004
H 3.683 1.954 -3.400 0.0264 0.0081 -0.0153 0.0957
C -1.384 -4.427 3.804 -0.0250 0.0096 0.0498 -0.1911
C -1.736 -3.070 0.390 0.2132 0.1352 0.0707 -0.6914
H -2.838 -4.154 1.646 0.0201 -0.0540 0.0157 0.1621
H -1.805 -5.831 -1.761 -0.0001 -0.0063 -0.0014 0.1022
C -0.575 -6.336 -3.448 0.0729 -0.0169 -0.0330 -0.1016
O -2.086 0.155 1.931 -0.4896 -0.0320 -0.1111 -0.4085
H 1.389 3.652 -2.279 0.0409 -0.0043 -0.0189 0.0848
S -0.333 -2.051 0.151 0.0555 -0.0711 -0.0100 0.7373
H -2.389 -4.862 3.862 -0.0045 -0.0065 -0.0206 0.1206
H 0.495 -0.726 -2.361 0.0512 0.0306 0.0108 0.0500
C 3.761 2.287 -2.363 -0.0778 0.0604 0.0631 -0.0649
H -0.408 -6.027 -4.481 -0.0049 0.0179 -0.0034 0.0788
H 4.652 -0.960 -1.638 -0.0132 0.0146 0.0018 0.0801
C -1.408 -3.223 2.874 0.0560 -0.0118 -0.1224 -0.1837
H 0.381 -6.276 -2.924 0.0003 0.0075 0.0117 0.0753
C -4.457 1.407 1.533 -0.1342 -0.1476 -0.0317 -0.6718
C -1.313 7.783 1.294 0.0131 -0.0261 -0.0210 -0.0570
H -1.352 4.003 -1.225 0.0495 0.0317 0.0213 0.0741
H -2.491 3.522 2.712 0.0176 0.0037 -0.0086 0.0265
C 1.351 2.563 -2.333 -0.1359 0.0098 0.1281 -0.0798
C 1.108 3.643 1.201 0.0789 0.0912 0.0466 -0.2553
N -2.023 -3.557 1.583 -0.1675 0.1097 0.0251 0.0375
C 1.459 -1.074 -2.727 -0.0363 -0.0275 0.0687 -0.0905
C -1.208 -3.997 -2.718 0.0741 0.0123 -0.0319 -0.2186
H -1.041 -3.624 -3.734 0.0019 -0.0015 -0.0021 0.1253
C -1.737 6.488 1.032 0.0171 0.0200 0.0636 -0.0524
H -0.258 -3.902 -2.184 -0.0011 -0.0034 -0.0078 0.0882
H 1.221 7.978 -0.938 -0.0002 0.0128 -0.0065 0.1113
H -0.364 -5.615 1.290 0.0081 0.0421 -0.0226 0.0542
H 3.596 1.822 1.822 0.0148 -0.0049 0.0076 0.0867
H -1.581 -6.633 2.068 -0.0124 0.0042 0.0171 0.0772
H -1.980 -2.405 3.319 0.0205 -0.0009 0.0239 0.1194
F -4.497 1.459 2.850 -0.0068 0.0132 0.0025 0.1888
H -2.586 6.087 1.573 -0.0180 -0.0109 -0.0141 0.1147
H -3.292 -3.993 -0.458 0.0315 -0.0625 -0.0056 0.1625
H -1.107 2.702 3.458 0.0138 0.0217 -0.0012 0.0439
H 0.414 2.239 -1.878 0.0574 0.0011 0.0099 0.0560
H -0.379 -6.238 4.290 -0.0129 0.0006 0.0057 0.1128
H 1.059 4.712 1.406 0.0640 -0.0165 0.0061 0.0461
C -0.562 -6.248 2.156 -0.0317 -0.0281 -0.0332 -0.1061
H -1.178 -4.038 4.803 -0.0091 -0.0273 0.0064 0.1200
F -4.046 2.569 1.045 0.1209 0.0227 -0.0285 0.1457
H 0.643 -5.069 3.502 0.0044 0.0026 -0.0245 0.1110
C -2.238 -3.094 -2.059 -0.1209 0.0422 0.0832 -0.1862
H 5.204 1.556 1.127 0.0014 0.0314 0.0100 0.1018
H -0.987 4.424 3.011 -0.0657 -0.0119 0.0452 0.0451
H 0.469 5.684 -1.402 -0.0173 -0.0085 -0.0064 0.0982
C -1.623 -5.462 -2.776 -0.0749 0.0019 0.0378 -0.2672
C -0.357 -5.511 3.476 0.0322 0.0331 0.0293 -0.2462
```
Positions in Å, forces in eV/Å.

Values from the calculation:
frontier orbital gap (alpha / beta): 7.25 / 7.52 eV
multiplicity: 2
charge: +2

---

The ion C7H13N2 with charge +1 in a non-equilibrium geometry. Source: OMol25; level of theory: the ωB97M-V functional and the def2-TZVPD basis.

The geometry in XYZ format:
```
22
Properties=species:S:1:pos:R:3:forces:R:3:lowdin_charge:R:1
N -0.851 -0.327 -2.370 2.0525 0.0015 -1.3250 0.2405
C 0.064 -0.648 -1.125 0.0939 -3.1187 1.4324 -0.2706
H -0.401 -0.437 -3.293 1.0673 -0.3246 0.5464 0.1725
H -2.426 1.107 0.628 1.5072 -0.4602 -0.9891 0.1434
H 1.985 -0.024 2.037 2.6233 1.6993 2.9584 0.0702
H 0.502 1.755 1.385 -0.3441 1.1201 -0.2529 0.1207
H -1.116 1.613 -0.678 -0.5882 -0.7722 2.3262 0.1367
C -0.775 -0.429 0.152 -1.8416 -1.7985 1.2533 -0.2415
H -1.548 -1.271 0.390 1.2057 1.3169 -1.2629 0.1753
H 2.954 0.426 -0.350 0.7464 -0.1654 1.1851 0.1266
H 0.331 -1.784 -1.093 -1.1912 1.5791 -0.9435 0.1936
H -1.120 0.658 -2.510 -0.6019 -0.3332 1.1057 0.1606
C 1.511 -0.449 1.274 0.0180 -3.8368 -4.1932 -0.1238
H -0.195 -0.910 2.423 -0.2524 1.2618 -2.1052 0.1851
C 2.006 -0.026 -0.093 0.2938 1.2632 -0.1318 -0.1191
H -1.578 -1.015 -2.507 -0.9833 0.1525 0.8166 0.1630
C 0.047 -0.241 1.482 -0.7015 -1.8259 0.7716 -0.2521
H -0.864 1.479 2.403 -1.8110 1.2518 3.0531 0.0728
C -0.444 1.244 1.527 3.1201 -2.0991 -2.7682 -0.0915
C -1.331 0.977 0.306 -1.1945 2.2677 -1.2440 -0.1322
N 1.376 -0.085 -1.189 -2.0362 0.4719 -0.9571 0.0721
H 1.875 -1.613 1.199 -1.1823 2.3488 0.7241 0.1975
```
Positions in Å, forces in eV/Å.

Values from the calculation:
frontier orbital gap: 10.20 eV
SMILES string: [NH3+][C@H]1N=CC[C@H]2CC[C@H]21
charge: +1

---

An isolated molecule of C4H8O2. Source: OMol25; level of theory: the ωB97M-V functional and the def2-TZVPD basis.

The geometry in XYZ format:
```
14
Properties=species:S:1:pos:R:3:forces:R:3:lowdin_charge:R:1
C -0.040 0.237 -0.373 -0.1070 -0.0223 -0.2676 -0.2471
O -2.334 -0.351 -0.560 -0.1851 -0.3972 0.0114 -0.1810
H 2.479 0.649 -0.602 -0.0116 -0.0698 0.1517 0.0913
C -2.179 -1.602 -0.238 -0.3955 0.3800 0.1885 0.0445
H 2.827 0.347 1.126 -0.0753 -0.0461 -0.1106 0.0914
H 0.261 0.779 -1.283 0.0059 0.0845 0.1290 0.1333
C 2.162 0.099 0.297 0.3409 -0.0454 -0.0308 -0.1094
H -1.761 1.618 -0.287 0.0498 -0.2853 0.0261 0.1288
O 0.856 0.462 0.675 0.0025 0.1429 0.0344 -0.1767
H -1.564 0.568 1.148 0.1154 -0.0548 -0.2310 0.1321
H -0.059 -0.833 -0.654 0.1912 0.2948 0.1651 0.1093
H 2.227 -0.980 0.086 -0.0096 0.1669 0.0422 0.0944
C -1.450 0.627 0.060 0.1998 -0.0166 0.0680 -0.1299
H -1.425 -1.620 0.605 -0.1213 -0.1317 -0.1764 0.0191
```
Positions in Å, forces in eV/Å.

Values from the calculation:
frontier orbital gap: 9.33 eV
charge: 0

---

Please write out number 2 again, unchanged.
The ion C7H13N2 with charge +1 in a non-equilibrium geometry. Source: OMol25; level of theory: the ωB97M-V functional and the def2-TZVPD basis.

The geometry in XYZ format:
```
22
Properties=species:S:1:pos:R:3:forces:R:3:lowdin_charge:R:1
N -0.851 -0.327 -2.370 2.0525 0.0015 -1.3250 0.2405
C 0.064 -0.648 -1.125 0.0939 -3.1187 1.4324 -0.2706
H -0.401 -0.437 -3.293 1.0673 -0.3246 0.5464 0.1725
H -2.426 1.107 0.628 1.5072 -0.4602 -0.9891 0.1434
H 1.985 -0.024 2.037 2.6233 1.6993 2.9584 0.0702
H 0.502 1.755 1.385 -0.3441 1.1201 -0.2529 0.1207
H -1.116 1.613 -0.678 -0.5882 -0.7722 2.3262 0.1367
C -0.775 -0.429 0.152 -1.8416 -1.7985 1.2533 -0.2415
H -1.548 -1.271 0.390 1.2057 1.3169 -1.2629 0.1753
H 2.954 0.426 -0.350 0.7464 -0.1654 1.1851 0.1266
H 0.331 -1.784 -1.093 -1.1912 1.5791 -0.9435 0.1936
H -1.120 0.658 -2.510 -0.6019 -0.3332 1.1057 0.1606
C 1.511 -0.449 1.274 0.0180 -3.8368 -4.1932 -0.1238
H -0.195 -0.910 2.423 -0.2524 1.2618 -2.1052 0.1851
C 2.006 -0.026 -0.093 0.2938 1.2632 -0.1318 -0.1191
H -1.578 -1.015 -2.507 -0.9833 0.1525 0.8166 0.1630
C 0.047 -0.241 1.482 -0.7015 -1.8259 0.7716 -0.2521
H -0.864 1.479 2.403 -1.8110 1.2518 3.0531 0.0728
C -0.444 1.244 1.527 3.1201 -2.0991 -2.7682 -0.0915
C -1.331 0.977 0.306 -1.1945 2.2677 -1.2440 -0.1322
N 1.376 -0.085 -1.189 -2.0362 0.4719 -0.9571 0.0721
H 1.875 -1.613 1.199 -1.1823 2.3488 0.7241 0.1975
```
Positions in Å, forces in eV/Å.

Values from the calculation:
frontier orbital gap: 10.20 eV
SMILES string: [NH3+][C@H]1N=CC[C@H]2CC[C@H]21
charge: +1

---

Look up the charge of the third one. 0

---

The lowest charge belongs to which entry? C4H8O2

---

Please write out number 3 again, unchanged.
An isolated molecule of C4H8O2. Source: OMol25; level of theory: the ωB97M-V functional and the def2-TZVPD basis.

The geometry in XYZ format:
```
14
Properties=species:S:1:pos:R:3:forces:R:3:lowdin_charge:R:1
C -0.040 0.237 -0.373 -0.1070 -0.0223 -0.2676 -0.2471
O -2.334 -0.351 -0.560 -0.1851 -0.3972 0.0114 -0.1810
H 2.479 0.649 -0.602 -0.0116 -0.0698 0.1517 0.0913
C -2.179 -1.602 -0.238 -0.3955 0.3800 0.1885 0.0445
H 2.827 0.347 1.126 -0.0753 -0.0461 -0.1106 0.0914
H 0.261 0.779 -1.283 0.0059 0.0845 0.1290 0.1333
C 2.162 0.099 0.297 0.3409 -0.0454 -0.0308 -0.1094
H -1.761 1.618 -0.287 0.0498 -0.2853 0.0261 0.1288
O 0.856 0.462 0.675 0.0025 0.1429 0.0344 -0.1767
H -1.564 0.568 1.148 0.1154 -0.0548 -0.2310 0.1321
H -0.059 -0.833 -0.654 0.1912 0.2948 0.1651 0.1093
H 2.227 -0.980 0.086 -0.0096 0.1669 0.0422 0.0944
C -1.450 0.627 0.060 0.1998 -0.0166 0.0680 -0.1299
H -1.425 -1.620 0.605 -0.1213 -0.1317 -0.1764 0.0191
```
Positions in Å, forces in eV/Å.

Values from the calculation:
frontier orbital gap: 9.33 eV
charge: 0